No. 1
{
  "formula": "C28H28N2RuSi",
  "method": "ωB97M-V/def2-TZVPD",
  "spin_multiplicity": 6,
  "relative_energy_kcal_mol": 41.7,
  "total_charge": 1,
  "homo_lumo_gap_ev": [4.80, 4.35],
  "lumo_energy_ha": [-0.119, -0.240],
  "e_tot_ha": -1577.144623,
  "species": ["C", "C", "C", "H", "C", "C", "H", "H", "H", "H", "Ru", "C", "H", "H", "H", "Si", "C", "C", "H", "C", "H", "C", "H", "C", "H", "C", "H", "C", "C", "H", "C", "H", "C", "H", "C", "H", "C", "H", "H", "H", "C", "C", "C", "C", "N", "C", "C", "C", "C", "C", "C", "N", "H", "H", "H", "H", "H", "H", "H", "H"],
  "coordinates": [[-0.31529, -2.45084, 0.70110], [0.95012, -1.79599, 0.54791], [1.31593, -1.28138, 1.86575], [1.61746, -1.88251, -0.28739], [0.30730, -1.74990, 2.79214], [-0.67731, -2.44900, 2.09442], [-1.53898, -2.93726, 2.53195], [-0.89269, -2.97531, -0.08943], [2.28990, -0.88782, 2.15918], [0.34391, -1.62951, 3.88573], [-0.00850, 0.00389, 0.73375], [1.00172, 2.43146, -1.27526], [1.61991, 2.87034, -0.41230], [-0.08745, 2.57144, -1.12726], [1.40273, 2.75555, -2.24566], [1.01784, 0.64730, -1.52257], [0.10555, -0.51009, -2.64452], [0.41070, -1.86282, -2.82060], [1.24885, -2.32399, -2.28000], [-0.33040, -2.60928, -3.74511], [-0.06493, -3.65565, -3.95159], [-1.39230, -2.02431, -4.43039], [-1.95856, -2.60150, -5.16714], [-1.75523, -0.68869, -4.19224], [-2.59339, -0.22058, -4.73317], [-1.01314, 0.05970, -3.28847], [-1.29090, 1.10212, -3.11256], [2.90118, 0.32230, -1.28790], [3.49619, -0.31760, -2.36477], [2.87938, -0.59947, -3.23207], [4.85076, -0.48379, -2.32255], [5.34269, -0.87265, -3.21021], [5.60373, -0.07086, -1.22901], [6.69834, -0.12407, -1.24318], [4.97269, 0.48607, -0.13640], [5.52881, 0.86808, 0.71051], [3.59559, 0.68906, -0.13434], [3.11881, 1.18526, 0.72349], [1.07937, 1.09233, 0.50728], [-0.47665, 0.74927, -1.10491], [-0.18644, 2.06204, 4.66573], [-1.52978, 2.46685, 4.74322], [-2.40184, 2.14223, 3.73497], [-1.94882, 1.40352, 2.62889], [-0.63748, 1.03111, 2.53452], [0.22394, 1.33277, 3.52304], [-2.79960, 0.88198, 1.56692], [-4.17912, 1.12584, 1.49458], [-4.94626, 0.50580, 0.53176], [-4.33980, -0.37449, -0.36181], [-2.94272, -0.61150, -0.24188], [-2.20108, 0.04714, 0.67859], [0.54703, 2.32030, 5.40831], [-1.85614, 3.04069, 5.61255], [-3.45813, 2.40437, 3.78433], [1.27305, 1.04860, 3.37684], [-4.59433, 1.77752, 2.26948], [-6.03615, 0.68577, 0.48354], [-4.87469, -0.86574, -1.15425], [-2.41532, -1.25412, -0.94157]],
  "mulliken_charge": [-0.244, -1.376, -0.379, 1.006, -0.205, -1.019, 0.475, 0.558, 0.672, 0.463, -0.700, -1.207, 0.319, 0.329, 0.410, 0.791, 0.893, -0.036, 0.397, -0.794, 0.420, -0.443, 0.419, -0.669, 0.445, -0.569, 0.343, 0.794, -0.437, 0.340, -0.520, 0.385, -0.632, 0.376, -0.685, 0.409, -0.290, 0.355, 0.214, -0.268, -0.933, -0.452, -1.026, 0.716, 0.667, -0.149, 0.591, -0.922, -0.536, -0.987, -0.265, 0.816, 0.439, 0.418, 0.373, 0.318, 0.378, 0.398, 0.463, 0.351]
}

=====

No. 2
{
  "formula": "C28H28N3O7S2V",
  "method": "ωB97M-V/def2-TZVPD",
  "spin_multiplicity": 4,
  "total_charge": -1,
  "homo_lumo_gap_ev": [4.61, 7.52],
  "lumo_energy_ha": [0.078, 0.078],
  "e_tot_ha": -3515.282999,
  "species": ["V", "O", "C", "C", "C", "N", "C", "C", "C", "O", "O", "C", "O", "O", "H", "H", "H", "C", "S", "O", "C", "C", "C", "C", "C", "C", "H", "H", "H", "H", "H", "H", "H", "H", "C", "C", "C", "C", "O", "H", "H", "H", "H", "H", "H", "H", "H", "H", "S", "C", "C", "C", "N", "C", "C", "C", "C", "C", "N", "C", "C", "H", "H", "H", "H", "H", "H", "H", "H"],
  "coordinates": [[-0.66012, -1.30072, 0.66939], [-5.81431, -4.24159, 1.94554], [-4.65566, -3.58758, 1.62019], [-3.93023, -3.90034, 0.47666], [-2.78657, -3.17402, 0.20169], [-2.41654, -2.16289, 1.00175], [-3.00185, -1.98060, 2.20078], [-4.15804, -2.65697, 2.52916], [-2.09684, -1.21868, 3.15242], [-2.52376, -0.71100, 4.18532], [-0.87361, -1.24363, 2.75309], [-1.68737, -3.58444, -0.75620], [-1.86942, -4.44999, -1.60610], [-0.56851, -3.00613, -0.48407], [-5.99016, -4.89493, 1.26058], [-4.20170, -4.72429, -0.17344], [-4.62379, -2.51221, 3.49405], [-3.79421, 1.80618, 1.93708], [-2.57931, 1.26521, 0.72502], [-1.25661, 1.43343, 1.39447], [-2.74445, 2.61278, -0.43541], [-1.85253, 3.66889, -0.38679], [-1.95777, 4.68224, -1.32828], [-2.94053, 4.62854, -2.30643], [-3.82195, 3.55611, -2.35269], [-3.72039, 2.53659, -1.41802], [-3.59623, 2.83530, 2.23444], [-3.68297, 1.13245, 2.78805], [-4.78953, 1.70964, 1.50215], [-1.07621, 3.66121, 0.36764], [-1.25968, 5.50974, -1.30728], [-3.00994, 5.41592, -3.04643], [-4.57509, 3.50252, -3.12857], [-4.37503, 1.67424, -1.46568], [0.04515, 1.37981, -2.52931], [-0.09861, -0.10714, -2.17829], [1.28651, -0.76462, -2.18110], [-0.97865, -0.79993, -3.22739], [-0.71404, -0.20604, -0.93828], [0.62978, 1.53281, -3.44237], [0.53958, 1.89880, -1.70490], [-0.94073, 1.82919, -2.67111], [1.73648, -0.72334, -3.17818], [1.19299, -1.80989, -1.88275], [1.95770, -0.25114, -1.48732], [-0.56710, -0.70173, -4.23795], [-1.97458, -0.35084, -3.21516], [-1.07363, -1.86068, -2.99015], [5.71251, -0.84378, 2.51623], [4.02521, -0.96585, 1.95156], [3.57214, -2.14342, 1.37191], [2.26021, -2.19846, 0.92994], [1.43583, -1.15821, 1.04176], [1.86061, -0.03002, 1.61626], [3.15324, 0.10703, 2.08954], [6.36748, 0.18859, 1.22590], [6.27862, -0.16677, -0.11445], [6.82641, 0.68232, -1.06118], [7.45725, 1.81783, -0.76541], [7.54199, 2.14186, 0.51954], [7.01165, 1.37515, 1.54772], [4.22219, -3.00002, 1.26247], [1.84028, -3.07714, 0.45372], [1.13044, 0.76850, 1.69061], [3.47105, 1.03231, 2.54961], [5.78100, -1.07783, -0.41861], [6.75681, 0.43083, -2.11359], [8.05004, 3.07235, 0.75032], [7.09510, 1.69848, 2.57633]],
  "mulliken_charge": [0.296, -0.559, 1.108, -0.676, -0.241, 0.392, 0.345, -0.845, 0.222, -0.785, -0.620, 0.385, -0.798, -0.496, 0.287, 0.414, 0.540, -1.294, 1.175, -0.692, 0.156, -0.522, -0.548, -0.391, -0.585, -0.484, 0.359, 0.403, 0.365, 0.427, 0.371, 0.376, 0.362, 0.422, -1.545, 1.840, -1.816, -1.802, 0.141, 0.430, 0.324, 0.218, 0.515, 0.244, 0.303, 0.411, 0.284, 0.337, -0.175, 0.037, -0.540, -0.512, 0.698, -0.422, -0.704, 0.284, -0.209, -0.380, -0.600, -0.287, -0.234, 0.477, 0.465, 0.429, 0.450, 0.400, 0.353, 0.339, 0.380]
}

=====

No. 3
{
  "formula": "C28H28N8O4PdSSe",
  "method": "ωB97M-V/def2-TZVPD",
  "relative_energy_kcal_mol": 0.0,
  "total_charge": 0,
  "homo_lumo_gap_ev": 6.75,
  "lumo_energy_ha": -0.039,
  "e_tot_ha": -4750.371404,
  "species": ["Pd", "Se", "N", "C", "C", "C", "C", "C", "N", "C", "C", "N", "C", "C", "C", "C", "C", "N", "H", "H", "H", "H", "H", "H", "C", "C", "C", "C", "C", "C", "C", "S", "O", "O", "N", "C", "C", "O", "O", "H", "H", "H", "H", "H", "H", "H", "H", "H", "C", "C", "N", "C", "N", "C", "C", "C", "N", "C", "H", "H", "H", "H", "H", "H", "H", "H", "H", "H", "H", "H", "H"],
  "coordinates": [[-0.38464, -0.29998, 0.82066], [-7.41455, -3.16382, 0.88186], [-6.72721, -1.60238, 1.39625], [-5.45879, -1.62582, 1.09165], [-4.54791, -0.51845, 1.35995], [-4.93913, 0.66934, 1.97370], [-3.99685, 1.65171, 2.19240], [-2.68080, 1.42711, 1.80446], [-2.30399, 0.29997, 1.21559], [-3.21449, -0.66760, 0.98790], [-2.72955, -1.88241, 0.34235], [-1.41941, -1.90251, 0.01762], [-0.90449, -2.99041, -0.53081], [-1.68851, -4.10945, -0.82384], [-3.02369, -4.09462, -0.51730], [-3.56906, -2.95321, 0.08433], [-4.97216, -2.83302, 0.46103], [-5.85805, -3.77098, 0.26395], [-5.97194, 0.79591, 2.26910], [-4.25955, 2.58616, 2.66637], [-1.89557, 2.15318, 1.96888], [0.15278, -2.95773, -0.75053], [-1.21827, -4.97753, -1.26070], [-3.66283, -4.94420, -0.71523], [1.68242, -0.67240, -6.15822], [1.89421, -0.70054, -4.66943], [3.17733, -0.80506, -4.13611], [3.38700, -0.81539, -2.76775], [2.30437, -0.71979, -1.90145], [1.02058, -0.62647, -2.41390], [0.82242, -0.61724, -3.78848], [2.67236, -0.65043, -0.15600], [2.87745, 0.76848, 0.09069], [3.81260, -1.50471, 0.05984], [1.39823, -1.23574, 0.58877], [1.63715, -2.30487, 1.59463], [0.26241, -2.79853, 2.11696], [-0.11315, -3.92056, 1.73955], [-0.38240, -1.96099, 2.80356], [2.29892, -1.42022, -6.65754], [1.95281, 0.30188, -6.57043], [0.64082, -0.86422, -6.41301], [4.02622, -0.88939, -4.80484], [4.38395, -0.91349, -2.35938], [0.16990, -0.58011, -1.74449], [-0.18673, -0.55501, -4.17977], [2.21959, -1.92642, 2.43901], [2.18055, -3.12679, 1.13416], [1.90561, 4.38044, -0.62359], [1.29715, 3.14521, -1.25231], [0.49915, 2.46203, -0.24285], [0.97652, 2.26960, 1.02416], [0.47357, 1.28481, 1.72546], [0.98082, 0.98767, 3.06279], [1.50655, 2.23881, 3.73612], [2.49524, 2.89788, 2.79904], [1.85310, 3.18091, 1.52050], [2.68349, 3.95978, 0.60573], [1.11688, 5.08305, -0.34569], [2.57298, 4.87665, -1.32831], [2.08401, 2.48293, -1.62854], [0.63815, 3.40634, -2.08027], [0.01536, 1.63373, -0.56962], [1.77923, 0.24519, 2.97821], [0.18103, 0.51344, 3.63067], [1.99272, 1.98270, 4.67761], [0.68881, 2.93045, 3.95606], [3.36244, 2.24678, 2.63710], [2.85261, 3.84848, 3.19902], [3.55447, 3.36027, 0.31582], [3.03980, 4.83158, 1.15695]],
  "mulliken_charge": [0.224, 0.246, -0.887, 0.937, 0.337, -0.414, -1.175, -0.187, 0.031, 0.135, -0.368, 0.276, -0.303, -0.942, -0.930, 0.398, 0.955, -0.867, 0.557, 0.443, 0.465, 0.449, 0.440, 0.526, -1.528, 0.912, -0.711, -0.765, -0.179, 0.369, -1.243, 0.899, -0.484, -0.817, 0.385, -0.766, 0.356, -0.715, -0.552, 0.381, 0.298, 0.354, 0.399, 0.511, 0.391, 0.369, 0.529, 0.402, -0.802, -0.389, 0.157, -0.348, 0.812, -0.829, -0.733, -0.671, 0.129, -0.531, 0.316, 0.389, 0.241, 0.410, 0.181, 0.095, 0.314, 0.413, 0.304, 0.305, 0.407, 0.255, 0.432]
}

=====

No. 4
{
  "formula": "C28H28O6",
  "method": "ωB97M-V/def2-TZVPD",
  "relative_energy_kcal_mol": 18.9,
  "total_charge": 0,
  "smiles": "COc1ccc(CC2([C@H](c3ccccc3)c3ccc(OC)cc3)C(=O)OC(C)(C)OC2=O)cc1",
  "homo_lumo_gap_ev": 8.76,
  "lumo_energy_ha": 0.026,
  "e_tot_ha": -1535.160392,
  "species": ["C", "O", "C", "C", "C", "C", "C", "C", "C", "C", "C", "C", "C", "C", "C", "C", "C", "C", "C", "O", "C", "C", "C", "C", "O", "O", "C", "C", "C", "O", "C", "O", "C", "C", "H", "H", "H", "H", "H", "H", "H", "H", "H", "H", "H", "H", "H", "H", "H", "H", "H", "H", "H", "H", "H", "H", "H", "H", "H", "H", "H", "H"],
  "coordinates": [[-6.45460, -1.35760, 3.58187], [-5.61266, -0.23784, 3.85243], [-4.48604, -0.09574, 3.10113], [-3.74549, 1.10129, 3.24000], [-2.63258, 1.34523, 2.45590], [-2.09129, 0.34833, 1.57635], [-1.12494, 0.70833, 0.45685], [0.21066, -0.12262, 0.10177], [0.49981, -0.48298, -1.46153], [1.51017, -1.60274, -1.79158], [1.07849, -2.90011, -2.13720], [1.98828, -3.94223, -2.37401], [3.35796, -3.70313, -2.34687], [3.79197, -2.44648, -1.94246], [2.87907, -1.39573, -1.69388], [0.57965, 0.72241, -2.39200], [-0.59549, 1.48274, -2.59420], [-0.54693, 2.76926, -3.09318], [0.66724, 3.31593, -3.55463], [0.63305, 4.67090, -3.73989], [1.89048, 5.30765, -3.97999], [1.82763, 2.51246, -3.45674], [1.74126, 1.19522, -3.01192], [0.28215, -1.50610, 0.77917], [-0.48645, -2.38453, 0.44767], [1.39300, -1.85489, 1.53159], [1.91732, -0.86155, 2.45111], [0.90146, -0.54527, 3.53660], [3.24153, -1.42108, 2.95793], [2.22404, 0.30595, 1.65662], [1.38555, 0.71234, 0.65716], [1.61855, 1.74608, 0.07510], [-2.92037, -0.76822, 1.35952], [-4.02529, -1.04148, 2.15549], [-7.31876, -1.21758, 4.21542], [-6.75391, -1.34812, 2.53698], [-5.95691, -2.29238, 3.83247], [-4.03666, 1.75383, 4.06593], [-2.15679, 2.33208, 2.55009], [-1.69230, 0.76104, -0.45479], [-0.77783, 1.70172, 0.67321], [-0.52678, -0.90821, -1.61165], [0.02427, -3.11290, -2.29158], [1.64074, -4.90263, -2.75974], [4.07654, -4.47902, -2.63833], [4.84592, -2.22722, -1.96763], [3.26642, -0.41273, -1.49473], [-1.57092, 1.05933, -2.33602], [-1.44383, 3.38182, -3.11612], [1.62024, 6.35518, -4.04711], [2.60042, 5.13419, -3.15604], [2.32431, 4.93749, -4.91881], [2.76715, 2.92929, -3.81218], [2.63877, 0.58909, -3.07440], [-0.01746, -0.08117, 3.15921], [0.65647, -1.46922, 4.07451], [1.36003, 0.13872, 4.25522], [3.93052, -1.47357, 2.11576], [3.66208, -0.78730, 3.74065], [3.07208, -2.42324, 3.35582], [-2.64511, -1.48164, 0.57788], [-4.48588, -2.03065, 2.12180]],
  "mulliken_charge": [-0.807, -0.453, 0.734, -0.664, -0.461, 0.650, -0.822, 3.156, -0.838, -0.094, 0.046, -0.926, -0.375, -1.263, 0.150, -0.128, -0.334, -0.797, 0.824, -0.415, -0.830, -0.826, -0.431, -0.473, -0.564, -0.341, 1.507, -1.125, -1.733, -0.316, -0.480, -0.576, -0.970, -0.484, 0.241, 0.357, 0.317, 0.386, 0.354, 0.240, 0.258, 0.735, 0.374, 0.362, 0.391, 0.396, 0.566, 0.545, 0.409, 0.239, 0.329, 0.337, 0.396, 0.613, 0.016, 0.323, 0.459, 0.410, 0.357, 0.384, 0.346, 0.319]
}